Here is a molecular structure, C37H52AsN9SY from the OMol25 dataset. Energies are from ωB97M-V with the def2-TZVPD basis set.

ORCA input file:
```
! wB97M-V def2-TZVPD RIJCOSX def2/J DEFGRID3
* xyz 1 1
Y -0.235 -1.383 -0.657
N -1.369 -3.600 -1.387
C -1.608 -3.461 -2.830
C -2.591 -2.327 -3.090
N -2.247 -1.053 -2.406
C -3.433 -0.531 -1.691
C -3.692 -1.320 -0.425
N -2.508 -1.163 0.430
C -1.786 -0.031 -3.365
C -0.432 -0.383 -3.944
N 0.558 -0.578 -2.872
H -0.635 -4.269 -1.169
H -2.198 -3.908 -0.887
H -1.995 -4.370 -3.302
H -0.647 -3.242 -3.295
H -3.584 -2.640 -2.760
H -2.673 -2.161 -4.169
H -4.311 -0.521 -2.347
H -3.230 0.505 -1.403
H -3.843 -2.378 -0.640
H -4.603 -0.961 0.060
H -2.497 -1.817 1.212
H -2.539 -0.240 0.866
H -1.706 0.914 -2.826
H -2.519 0.108 -4.170
H -0.126 0.396 -4.647
H -0.497 -1.314 -4.509
H 1.094 0.268 -2.690
H 1.215 -1.300 -3.183
N 2.513 -3.249 2.471
C 1.812 -3.163 1.316
S 0.083 -3.053 1.490
N 2.525 -3.163 0.230
N 1.841 -3.097 -0.984
C 2.501 -3.769 -1.856
C 2.282 -3.933 -3.300
C 2.837 -5.073 -3.884
C 2.706 -5.273 -5.246
C 2.045 -4.315 -5.996
C 1.542 -3.204 -5.339
N 1.644 -3.010 -4.026
H 2.026 -3.351 3.342
H 3.502 -3.423 2.422
H 3.362 -4.320 -1.481
H 3.365 -5.787 -3.267
H 3.123 -6.153 -5.715
H 1.929 -4.412 -7.066
H 1.039 -2.427 -5.904
C 3.279 3.713 5.991
C 2.422 3.031 4.962
C 2.099 3.656 3.766
C 1.309 3.036 2.805
C 1.010 3.775 1.534
C 0.820 1.747 3.051
As -0.376 0.787 1.840
N 0.576 0.454 0.292
C 1.966 0.634 0.221
C 2.844 0.118 1.184
C 4.214 0.245 1.035
C 4.755 0.878 -0.076
C 3.904 1.407 -1.033
C 2.529 1.295 -0.882
C -1.757 2.117 1.304
C -1.985 2.704 0.045
C -0.957 2.819 -1.052
C -3.217 3.309 -0.215
C -4.224 3.400 0.731
C -5.523 4.091 0.426
C -3.969 2.869 1.988
C -2.771 2.234 2.285
C -2.576 1.714 3.686
C 1.160 1.086 4.242
C 0.714 -0.321 4.562
C 1.947 1.744 5.178
H 3.543 4.722 5.679
H 4.203 3.158 6.156
H 2.762 3.778 6.949
H 2.480 4.652 3.570
H 1.714 4.595 1.393
H 0.001 4.192 1.554
H 1.081 3.117 0.670
H 2.439 -0.403 2.044
H 4.870 -0.167 1.793
H 5.827 0.967 -0.186
H 4.308 1.928 -1.892
H 1.866 1.786 -1.589
H -0.272 1.974 -1.067
H -0.358 3.719 -0.898
H -1.448 2.937 -2.020
H -3.377 3.749 -1.195
H -5.720 4.111 -0.646
H -5.501 5.124 0.777
H -6.361 3.598 0.920
H -4.724 2.948 2.763
H -3.478 1.863 4.279
H -1.753 2.230 4.185
H -2.333 0.647 3.702
H 0.677 -0.967 3.684
H -0.284 -0.327 5.008
H 1.395 -0.767 5.287
H 2.210 1.230 6.096
*
```

Calculated values
HOMO   -9.383 eV
F_max   0.5 eV Å⁻¹
Total energy   -4606.1820 a.u.
HOMO-LUMO gap   6.689 eV
LUMO energy   -0.099 Ha

These are the Mulliken partial charges, in e, on atoms 1 to 5: atom 1 (Y): -0.711, atom 2 (N): -0.561, atom 3 (C): 0.689, atom 4 (C): -1.655, atom 5 (N): 1.297